{"formula": "C20H24N2O3", "method": "ωB97M-V with the def2-TZVPD basis set", "symbols": ["C", "C", "O", "C", "C", "C", "C", "C", "C", "C", "O", "N", "H", "C", "C", "O", "N", "C", "H", "H", "H", "C", "C", "C", "C", "C", "C", "C", "C", "H", "H", "H", "H", "H", "H", "H", "H", "H", "H", "H", "H", "H", "H", "H", "H", "H", "H", "H", "H"], "positions_angstrom": [[-5.749, -2.884, 1.163], [-5.779, -1.385, 0.908], [-4.488, -1.006, 0.477], [-4.215, 0.299, 0.257], [-5.152, 1.327, 0.302], [-4.776, 2.629, 0.018], [-3.470, 2.929, -0.323], [-2.530, 1.914, -0.372], [-2.887, 0.605, -0.080], [-1.837, -0.458, -0.060], [-1.615, -1.178, 0.892], [-1.144, -0.547, -1.226], [-1.228, 0.205, -1.896], [0.094, -1.280, -1.288], [1.242, -0.302, -1.527], [1.015, 0.844, -1.881], [2.485, -0.778, -1.333], [2.761, -2.132, -0.915], [3.831, -2.307, -0.993], [2.463, -2.302, 0.123], [2.242, -2.851, -1.551], [3.625, 0.117, -1.465], [4.443, 0.190, -0.202], [5.758, -0.258, -0.226], [6.550, -0.221, 0.906], [6.022, 0.265, 2.089], [4.715, 0.715, 2.121], [3.908, 0.688, 0.990], [2.496, 1.179, 1.085], [2.381, 1.835, 1.945], [1.807, 0.342, 1.210], [2.197, 1.719, 0.190], [4.307, 1.098, 3.045], [6.627, 0.299, 2.982], [7.571, -0.571, 0.865], [6.171, -0.636, -1.152], [4.254, -0.229, -2.293], [3.219, 1.098, -1.727], [0.064, -2.017, -2.100], [0.204, -1.802, -0.333], [-1.502, 2.140, -0.618], [-3.183, 3.945, -0.545], [-5.517, 3.413, 0.062], [-6.180, 1.122, 0.559], [-6.523, -1.145, 0.134], [-6.043, -0.848, 1.829], [-6.716, -3.219, 1.528], [-5.508, -3.411, 0.245], [-4.985, -3.111, 1.901]], "charge": 0, "de_lowest_kj_mol": 117.1, "lumo_ev": 0.794, "total_energy_ha": -1111.783282, "gap_ev": 9.31, "smiles": "CCOc1ccccc1C(=O)NCC(=O)N(C)Cc1ccccc1C"}

---

{"formula": "C3H7NO3", "method": "ωB97M-V with the def2-TZVPD basis set", "symbols": ["C", "N", "C", "C", "O", "O", "O", "H", "H", "H", "H", "H", "H", "H"], "positions_angstrom": [[-1.454, -0.448, 0.639], [-1.690, 0.316, -0.554], [-0.087, -0.781, 0.132], [1.020, 0.026, 0.371], [0.185, 1.693, -0.592], [0.022, -1.915, -0.606], [2.203, -0.417, -0.136], [0.351, 2.375, -1.268], [0.824, -1.872, -1.149], [2.894, 0.227, 0.056], [-1.777, 1.308, -0.333], [-1.445, 0.094, 1.587], [-2.082, -1.342, 0.672], [1.035, 0.738, 1.180]], "charge": 0, "de_lowest_kj_mol": 673.8, "lumo_ev": [-0.939, -0.012], "total_energy_ha": -398.781019, "gap_ev": [7.35, 8.20]}

---

{"formula": "C13H22Cl2O6PRuS2Te4", "method": "ωB97M-V with the def2-TZVPD basis set", "symbols": ["Ru", "Te", "Te", "Te", "Te", "O", "S", "O", "O", "C", "C", "C", "C", "C", "C", "S", "O", "O", "O", "H", "H", "H", "H", "C", "C", "P", "C", "C", "C", "C", "H", "H", "H", "H", "H", "H", "H", "H", "H", "H", "H", "H", "H", "H", "H", "Cl", "C", "Cl", "H", "H", "H"], "positions_angstrom": [[-0.758, 0.872, -0.969], [-3.709, 0.872, -1.028], [-5.173, 0.872, -3.394], [-3.183, 0.872, -5.384], [-0.818, 0.872, -3.920], [-2.106, 2.660, 0.515], [-1.799, 1.630, 1.494], [-2.879, 1.467, 2.481], [-1.280, 0.350, 1.019], [-0.444, 2.275, 2.509], [-0.533, 1.972, 3.890], [0.387, 2.471, 4.814], [1.414, 3.291, 4.376], [1.519, 3.594, 3.018], [0.599, 3.090, 2.066], [0.974, 3.499, 0.340], [2.418, 3.778, 0.392], [0.182, 4.702, 0.101], [0.677, 2.307, -0.437], [-1.343, 1.336, 4.243], [0.286, 2.220, 5.864], [2.139, 3.693, 5.076], [2.335, 4.231, 2.681], [-2.243, -3.622, -2.249], [-1.396, -3.361, -1.006], [-0.758, -1.634, -0.969], [0.294, -1.630, -2.480], [1.260, -2.807, -2.610], [-0.138, -1.627, 0.764], [0.741, -2.813, 1.156], [-2.653, -4.653, -2.205], [-1.643, -3.532, -3.176], [-3.090, -2.906, -2.291], [-0.577, -4.104, -0.952], [-2.052, -3.504, -0.121], [0.902, -0.702, -2.447], [-0.356, -1.574, -3.378], [1.943, -2.850, -1.740], [1.875, -2.667, -3.523], [0.728, -3.771, -2.720], [-1.007, -1.568, 1.453], [0.465, -0.704, 0.890], [0.181, -3.768, 1.131], [1.094, -2.670, 2.199], [1.630, -2.876, 0.500], [4.042, -0.738, -1.384], [3.415, 0.861, -0.971], [1.648, 0.872, -0.969], [3.774, 1.585, -1.707], [3.774, 1.138, 0.023], [-0.758, 2.700, -0.969]], "charge": -2, "de_lowest_kj_mol": 198.0, "lumo_ev": [4.221, 3.989], "multiplicity": 6, "total_energy_ha": -4184.750063, "gap_ev": [3.53, 4.81]}

---

{"formula": "C10H13N2", "method": "ωB97M-V with the def2-TZVPD basis set", "symbols": ["C", "C", "C", "C", "C", "C", "C", "C", "C", "C", "N", "N", "H", "H", "H", "H", "H", "H", "H", "H", "H", "H", "H", "H", "H"], "positions_angstrom": [[3.727, -0.419, 0.080], [3.606, 0.941, 0.084], [2.571, -1.197, -0.031], [2.381, 1.551, 0.093], [1.238, -0.641, 0.077], [1.362, 0.706, 0.027], [-0.081, -1.405, 0.082], [-1.244, -0.708, -0.826], [-1.432, 1.231, 0.666], [-3.450, -0.225, 0.349], [-2.086, 1.587, -0.538], [-2.061, 0.186, -0.082], [4.667, -0.859, 0.036], [4.546, 1.586, -0.088], [2.669, -2.168, -0.287], [2.520, 2.653, 0.012], [0.088, -2.512, -0.235], [-0.507, -1.422, 1.114], [-0.860, -0.175, -1.672], [-1.883, -1.579, -1.287], [-1.790, 1.547, 1.604], [-3.430, 0.235, 1.348], [-4.062, 0.277, -0.265], [-3.551, -1.288, 0.377], [-2.940, 2.096, -0.638]], "charge": 1, "de_lowest_kj_mol": 851.5, "lumo_ev": [-4.883, -3.617], "total_energy_ha": -497.825051, "gap_ev": [6.88, 9.06]}

---

{"formula": "C12H17N5", "method": "ωB97M-V with the def2-TZVPD basis set", "symbols": ["N", "N", "C", "C", "C", "C", "C", "C", "C", "C", "N", "N", "N", "C", "C", "C", "C", "H", "H", "H", "H", "H", "H", "H", "H", "H", "H", "H", "H", "H", "H", "H", "H", "H"], "positions_angstrom": [[0.155, 1.972, -2.021], [0.796, -0.259, -1.852], [-0.147, 3.038, -1.390], [0.410, 0.833, -1.258], [2.433, -2.641, 0.468], [2.249, -1.472, -0.326], [1.368, -3.569, 0.608], [0.069, -2.354, -1.011], [1.077, -1.369, -1.079], [0.184, -3.432, -0.107], [-0.487, 4.148, -2.080], [-0.328, 3.132, -0.051], [0.169, 0.853, 0.058], [-1.022, -4.309, 0.027], [-1.974, 1.490, 0.825], [0.061, 2.144, 2.108], [-0.508, 1.918, 0.702], [3.353, -2.735, 1.034], [3.021, -0.725, -0.347], [1.441, -4.407, 1.314], [-0.808, -2.225, -1.590], [-0.341, 3.928, -3.076], [-0.058, 4.968, -1.700], [-0.882, 3.916, 0.222], [0.254, -0.001, 0.587], [-1.237, -4.723, -0.954], [-1.837, -3.696, 0.387], [-0.882, -5.164, 0.685], [-2.065, 0.503, 1.258], [-2.576, 2.193, 1.390], [-2.431, 1.447, -0.156], [-0.530, 2.898, 2.639], [-0.016, 1.234, 2.650], [1.091, 2.467, 2.034]], "charge": 0, "de_lowest_kj_mol": 0.0, "lumo_ev": 0.562, "total_energy_ha": -741.266332, "gap_ev": 8.29, "smiles": "Cc1cccc(/N=C2/N=C(N)NC(C)(C)N2)c1"}